Record 1
ORCA calculation (ωB97M-V/def2-TZVPD) on a 2-piece molecular cluster, C6H12NO3 overall.

Last column: natural (NBO) charge in e.
Geometry (Å):
C 1.689 2.017 -0.583  -0.50
C 0.286 2.048 -0.050  -0.65
C 2.553 0.824 -0.270  0.68
O 3.619 0.923 0.327  -0.67
N 2.155 -0.369 -0.772  -0.83
H 1.709 2.168 -1.671  0.22
H 2.297 2.891 -0.356  0.21
H 0.119 2.165 1.024  0.20
H -0.149 1.091 -0.193  0.28
H 2.811 -1.098 -0.561  0.38
H 1.206 -0.564 -1.081  0.46
H -0.378 2.734 -0.579  0.20
C -2.249 -0.469 1.011  -0.50
C -2.240 -1.689 1.948  -0.60
C -1.923 -0.968 -0.400  0.77
O -0.726 -0.820 -0.809  -0.85
O -2.809 -1.623 -0.994  -0.77
H -3.211 0.035 1.030  0.19
H -1.501 0.261 1.336  0.19
H -1.238 -2.133 1.981  0.20
H -2.885 -2.445 1.503  0.22
H -2.469 -1.337 2.959  0.18

Output
HOMO level, eV: -4.5488
Charge: -1
Orbital gap, eV: 8.27

***

Record 2
ORCA calculation (ωB97M-V/def2-TZVPD) on a single C6H12NOP molecule.

Last column: natural (NBO) charge in e.
Geometry (Å):
C 1.923 -0.477 -0.789  -0.14
C 1.003 -1.309 -0.336  -0.55
C 1.438 0.683 -1.690  -0.45
C 0.025 0.260 -2.136  -0.74
C -1.837 -0.823 1.441  -0.41
C -1.852 1.323 0.369  0.10
N -1.450 -0.043 0.399  -0.72
O -1.295 2.126 1.443  -0.73
P -0.688 -1.033 -1.019  0.95
H 2.957 -0.439 -0.301  0.21
H 1.332 -2.072 0.331  0.23
H 1.562 1.527 -0.965  0.23
H 2.200 0.725 -2.558  0.22
H -0.745 1.061 -2.159  0.24
H 0.135 -0.041 -3.102  0.24
H -2.926 -0.570 1.749  0.17
H -1.832 -1.906 1.198  0.20
H -1.215 -0.604 2.323  0.18
H -1.380 1.685 -0.529  0.16
H -2.923 1.419 0.413  0.16
H -0.389 1.807 1.515  0.46

Output
HOMO level, eV: -8.0838
Charge: 0
SMILES string: CN(CO)P1C=CCC1
Orbital gap, eV: 8.92

***

Record 3
ORCA calculation (ωB97M-V/def2-TZVPD) on an isolated ion of composition C6H12NOS and charge +1.

Last column: natural (NBO) charge in e.
Geometry (Å):
C 1.665 0.262 1.976  -0.18
C 0.755 -0.309 2.810  -0.28
C 1.405 0.303 0.519  -0.51
C 0.124 -0.497 0.265  0.30
C -0.120 1.159 -1.566  -0.49
C -1.937 -0.362 -1.002  -0.46
N -0.870 0.474 -0.502  -0.39
O 0.390 -1.490 -0.684  -0.74
S -0.601 -0.983 1.778  0.25
H 2.601 0.348 2.343  0.23
H 0.790 -0.654 3.817  0.26
H 1.370 1.332 0.281  0.25
H 2.142 -0.134 -0.113  0.27
H 0.701 0.484 -1.881  0.26
H -0.607 1.354 -2.536  0.26
H 0.138 2.237 -1.472  0.26
H -1.580 -0.913 -1.958  0.24
H -2.135 -1.221 -0.333  0.23
H -2.917 -0.026 -1.304  0.27
H -1.259 1.014 0.201  0.44
H -0.055 -2.379 -0.639  0.52

Output
HOMO level, eV: -12.7356
Charge: +1
SMILES string: C[NH+](C)[C@@]1(O)CC=CS1
Orbital gap, eV: 9.92

***

Record 4
ORCA calculation (ωB97M-V/def2-TZVPD) on an isolated ion of composition C6H12NOS and charge +1.

Last column: natural (NBO) charge in e.
Geometry (Å):
C -0.097 -2.140 0.744  -0.45
C -1.143 2.338 -0.744  -0.40
C -0.153 2.589 0.337  -0.33
C -0.064 1.321 -0.521  -0.34
C 0.834 -1.368 -1.370  -0.41
C -0.502 0.119 0.167  0.32
N -0.003 -1.090 -0.178  -0.32
O 0.304 -0.261 2.465  -0.94
S 0.600 -1.713 2.347  1.16
H -1.146 -2.365 0.945  0.24
H 0.336 -3.076 0.436  0.26
H -2.237 2.243 -0.655  0.26
H -1.094 2.952 -1.685  0.26
H 0.728 2.997 0.159  0.24
H -0.535 2.280 1.306  0.24
H 0.711 1.166 -1.341  0.25
H 1.837 -1.662 -1.238  0.24
H 0.847 -0.582 -2.024  0.22
H 0.173 -2.080 -1.779  0.23
H -1.157 0.103 1.003  0.25
H 1.763 -1.771 1.625  0.02

Output
HOMO level, eV: -14.1515
Charge: +1
Orbital gap, eV: 10.18

***

Record 5
ORCA calculation (ωB97M-V/def2-TZVPD) on a 2-piece molecular cluster, C6H12NP overall.

Last column: natural (NBO) charge in e.
Geometry (Å):
C -0.978 1.368 0.037  -0.18
C 1.520 -1.286 -1.103  -0.01
C -0.633 1.066 1.244  -0.22
C -0.226 2.162 -0.916  -0.63
C 0.358 -2.181 -1.052  -0.65
C -1.199 -0.101 2.025  -0.64
N 1.907 -0.618 -0.085  -0.72
P 2.648 0.199 0.997  0.54
H -2.013 1.113 -0.424  0.18
H 2.056 -0.987 -2.059  0.20
H 0.387 1.325 1.636  0.20
H 0.304 1.370 -1.639  0.20
H 0.569 2.663 -0.422  0.22
H -0.772 2.767 -1.585  0.21
H 0.710 -3.282 -1.477  0.21
H -0.573 -2.017 -1.702  0.23
H 0.074 -2.344 -0.069  0.22
H -0.311 -0.678 2.425  0.22
H -1.922 -0.882 1.421  0.20
H -1.906 0.345 2.747  0.22

Output
HOMO level, eV: -7.0143
Charge: 0
Orbital gap, eV: 6.59

***

Record 6
ORCA calculation (ωB97M-V/def2-TZVPD) on a 2-piece molecular cluster, C6H12NP overall.

Last column: natural (NBO) charge in e.
Geometry (Å):
C 4.300 -0.001 0.352  0.25
C 2.043 -0.523 -0.407  -0.75
C -1.595 1.364 0.051  -0.63
C -3.195 -0.538 -0.043  -0.60
C -0.672 -0.881 -0.015  -0.70
C -1.868 -0.095 0.549  -0.25
N 5.073 0.272 -0.560  -0.67
P 0.947 -0.265 0.772  0.67
H 4.328 0.023 1.375  0.15
H 2.385 -0.599 -1.450  0.22
H -1.242 2.124 0.814  0.21
H -0.852 1.447 -0.674  0.21
H -2.428 1.894 -0.380  0.21
H -3.237 -1.620 0.362  0.21
H -4.088 -0.031 0.256  0.21
H -3.064 -0.419 -1.179  0.21
H -0.429 -0.807 -1.131  0.23
H -0.649 -2.048 0.222  0.23
H -1.772 -0.018 1.564  0.21
H 6.016 0.722 -0.477  0.38

Output
HOMO level (alpha / beta), eV: -7.6352 / -7.6360
Charge: 0
Orbital gap (alpha / beta), eV: 8.02 / 7.98

***

Q: Number 1 is which compound?
A: C6H12NO3

***

Q: The lowest charge belongs to which entry?
A: C6H12NO3